Record 1
# C15H15F4O21Pb

C15H15F4O21Pb as an isolated structure (ωB97M-V/def2-TZVPD, OMol25).

## Properties
net charge = -1
E_LUMO = 1.8 eV
largest force on an atom = 3.328 eV/A
orbital gap = 0.244 Ha
molar mass = 814.46 g/mol
HOMO energy = -0.180 Ha

Atoms and positions in Å:
Pb -0.861 1.332 -1.192
O -0.333 -0.523 -3.317
C -0.990 0.307 -4.207
O -1.530 -0.223 -5.199
O -1.083 1.531 -3.911
H -0.385 -1.377 -3.767
O -4.294 1.604 1.503
C -4.228 1.293 0.168
O -3.129 1.455 -0.429
O -5.240 0.784 -0.346
H -5.190 1.310 1.712
O -0.603 3.724 -0.126
C -0.710 4.497 -1.266
O -1.075 3.861 -2.274
O -0.240 5.655 -1.195
H -0.149 4.360 0.450
C 4.749 3.364 -1.876
C 5.085 2.082 -1.132
O 3.911 1.516 -0.745
C 2.902 2.476 -0.914
O 1.785 2.305 -0.590
O 3.407 3.598 -1.417
F 5.885 2.513 -0.038
H 4.780 3.089 -2.935
H 5.334 4.244 -1.649
H 5.764 1.420 -1.667
C 4.232 -2.047 -0.663
C 3.571 -2.294 0.664
O 2.298 -1.687 0.559
C 2.171 -1.138 -0.683
O 1.276 -0.443 -1.006
O 3.216 -1.490 -1.475
F 4.289 -1.618 1.621
H 4.602 -2.981 -1.095
H 5.095 -1.387 -0.587
H 3.382 -3.328 0.944
C -3.367 -3.339 1.178
C -3.853 -3.823 -0.195
O -2.871 -3.268 -1.008
C -2.497 -2.063 -0.435
O -1.935 -1.175 -0.960
O -2.959 -2.031 0.837
F -5.112 -3.366 -0.435
H -2.510 -3.930 1.506
H -4.153 -3.458 1.919
H -3.934 -4.908 -0.226
C -2.173 -0.286 4.172
C -1.209 -1.470 4.007
O -0.461 -1.187 2.876
C -0.779 0.070 2.411
O -0.417 0.465 1.355
O -1.822 0.559 3.090
F -1.945 -2.629 3.822
H -1.854 0.247 5.072
H -3.229 -0.531 4.199
H -0.616 -1.660 4.900

natural (NBO) population analysis, charges in e, atoms 1 to 8: atom 1 (Pb): 1.5858, atom 2 (O): -0.7687, atom 3 (C): 0.9292, atom 4 (O): -0.7790, atom 5 (O): -0.7655, atom 6 (H): 0.4906, atom 7 (O): -0.7361, atom 8 (C): 0.9743

Record 2
# C4H9NO

A single C4H9NO molecule (ωB97M-V/def2-TZVPD, OMol25).

## Properties
relative energy (zero: lowest compared OMol25 entry of this formula, charge and spin) = 18.02 kcal/mol
E_LUMO = 1.0 eV
largest force on an atom = 1.096 eV/A
orbital gap = 0.393 Ha
molar mass = 87.12 g/mol
SMILES = CCCNC=O
HOMO energy = -0.358 Ha

Atoms and positions in Å:
C 0.477 1.595 0.699
C 0.932 0.798 -0.517
C 0.616 -0.703 -0.370
N -0.767 -1.026 -0.662
C -1.574 -1.605 0.296
O -1.185 -2.266 1.222
H -0.615 1.603 0.731
H 0.834 1.173 1.639
H 0.732 2.655 0.680
H 0.397 1.176 -1.394
H 2.004 0.952 -0.680
H 1.315 -1.299 -0.940
H 0.716 -0.902 0.696
H -1.248 -0.806 -1.518
H -2.633 -1.346 0.119

natural (NBO) population analysis, charges in e, atoms 1 to 8: atom 1 (C): -0.6125, atom 2 (C): -0.4001, atom 3 (C): -0.2264, atom 4 (N): -0.6393, atom 5 (C): 0.5340, atom 6 (O): -0.5915, atom 7 (H): 0.2037, atom 8 (H): 0.2061